Entry 1:
The following is a DFT calculation (the ωB97M-V functional and the def2-TZVPD basis) of one molecule with the formula C27H32N4O5.

Its LUMO energy is 0.68 eV. The SMILES is Cc1cc(NC(=O)[C@H]2[C@@H]3C(=O)N(CCC(C)C)[C@@H](C(=O)NCc4ccccc4)[C@@]34C=C[C@]2(C)O4)no1. Its HOMO energy is -9.22 eV. For the maximum force, the calculation gives 1.3 eV Å⁻¹. For the relative energy (zero: lowest compared OMol25 entry of this formula, charge and spin), the calculation gives 308.4 kJ/mol. Its calculated total energy is -44716.685 eV.

Last column: Mulliken charge in e.
Atoms and positions in Å:
1 C 2.930 0.022 7.416  -1.215
2 C 3.243 -0.136 5.976  -0.193
3 C 2.502 0.072 4.849  0.442
4 C 3.393 -0.273 3.801  0.271
5 N 3.191 -0.254 2.437  -0.034
6 C 2.056 0.160 1.801  -0.064
7 O 1.068 0.546 2.381  -0.570
8 C 2.188 0.134 0.295  -0.303
9 C 0.841 0.179 -0.423  0.358
10 C 0.631 -0.845 -1.527  -0.457
11 O 0.846 -2.035 -1.466  -0.732
12 N 0.132 -0.194 -2.609  0.323
13 C 0.028 -0.816 -3.910  -1.105
14 C -1.399 -0.880 -4.471  -0.710
15 C -2.155 -2.195 -4.218  0.542
16 C -2.346 -2.495 -2.734  -1.005
17 C -1.472 -3.376 -4.908  -1.626
18 C 0.059 1.248 -2.457  -0.067
19 C -1.342 1.793 -2.124  0.142
20 O -1.626 2.959 -2.294  -0.688
21 N -2.169 0.880 -1.593  0.196
22 C -3.441 1.210 -0.982  -1.255
23 C -3.447 0.756 0.455  0.461
24 C -2.427 1.164 1.307  0.066
25 C -2.374 0.711 2.611  -0.475
26 C -3.354 -0.147 3.084  -0.472
27 C -4.382 -0.546 2.247  -0.569
28 C -4.423 -0.105 0.935  -0.647
29 C 0.960 1.490 -1.256  0.756
30 C 0.884 2.645 -0.291  -0.906
31 C 2.044 2.613 0.352  -1.302
32 C 2.838 1.471 -0.262  1.069
33 C 4.343 1.552 -0.187  -2.011
34 O 2.344 1.464 -1.595  -0.672
35 N 4.558 -0.647 4.280  -0.712
36 O 4.469 -0.565 5.630  -0.132
37 H 1.932 0.432 7.532  0.311
38 H 2.985 -0.942 7.919  0.302
39 H 3.654 0.686 7.886  0.320
40 H 1.494 0.409 4.751  0.517
41 H 3.980 -0.583 1.897  0.310
42 H 2.784 -0.718 -0.038  1.189
43 H 0.012 0.175 0.289  0.485
44 H 0.664 -0.249 -4.600  0.325
45 H 0.447 -1.818 -3.804  0.590
46 H -1.343 -0.737 -5.552  0.439
47 H -1.977 -0.046 -4.068  0.259
48 H -3.146 -2.072 -4.671  0.424
49 H -1.388 -2.578 -2.227  0.162
50 H -2.869 -3.441 -2.613  0.524
51 H -2.944 -1.722 -2.256  0.072
52 H -1.266 -3.148 -5.952  0.384
53 H -0.536 -3.628 -4.416  0.345
54 H -2.114 -4.252 -4.870  0.454
55 H 0.442 1.760 -3.345  0.678
56 H -1.841 -0.068 -1.479  -0.047
57 H -3.550 2.296 -1.057  0.459
58 H -4.257 0.735 -1.538  0.377
59 H -1.667 1.841 0.944  0.434
60 H -1.559 1.019 3.247  0.369
61 H -3.317 -0.505 4.102  0.385
62 H -5.150 -1.213 2.612  0.380
63 H -5.221 -0.429 0.282  0.372
64 H 0.035 3.285 -0.166  0.747
65 H 2.394 3.218 1.164  0.490
66 H 4.665 1.589 0.851  0.370
67 H 4.677 2.453 -0.694  0.446
68 H 4.792 0.693 -0.680  0.423

Entry 2:
The following is a DFT calculation (the ωB97M-V functional and the def2-TZVPD basis) of C25H17Cl2O2PPt as an isolated structure.

Its LUMO energy (alpha / beta) is -0.30 / -0.30 eV. Its HOMO energy (alpha / beta) is -7.97 / -7.97 eV. For the maximum force, the calculation gives 1.0 eV Å⁻¹. For the relative energy (zero: lowest compared OMol25 entry of this formula, charge and spin), the calculation gives 25.6 kJ/mol. Its calculated total energy is -67876.964 eV.

Last column: Mulliken charge in e.
Atoms and positions in Å:
1 Pt -0.345 -1.194 0.564  0.615
2 Cl -4.890 -0.392 5.976  -0.235
3 C -3.719 -0.947 4.816  0.272
4 C -2.516 -1.477 5.276  -0.665
5 C -1.569 -1.937 4.392  0.357
6 Cl -0.087 -2.607 4.978  -0.204
7 C -1.775 -1.881 2.992  0.191
8 O -0.954 -2.371 2.134  -0.961
9 C -3.013 -1.307 2.556  0.993
10 C -3.304 -1.158 1.147  0.006
11 O -2.536 -1.213 0.189  -0.671
12 C -3.979 -0.867 3.473  -0.966
13 H -2.326 -1.533 6.339  0.433
14 H -4.357 -0.922 0.928  0.347
15 H -4.918 -0.458 3.121  0.385
16 C 1.096 -1.316 -5.329  -0.392
17 C 0.163 -0.336 -5.026  -0.689
18 C 0.008 0.096 -3.717  -0.400
19 C 0.787 -0.456 -2.705  0.503
20 C 1.719 -1.446 -3.012  -0.453
21 C 1.874 -1.871 -4.321  -0.728
22 P 0.600 0.067 -0.982  0.924
23 C 0.096 1.801 -1.062  0.238
24 C 1.022 2.804 -1.332  -0.209
25 C 0.615 4.126 -1.396  -0.673
26 C -0.721 4.449 -1.197  -0.454
27 C -1.646 3.452 -0.927  -0.687
28 C -1.239 2.128 -0.853  -0.058
29 C 2.132 -0.133 -0.081  0.002
30 C 3.476 0.212 -0.114  -0.251
31 C 4.274 -0.237 0.925  -0.660
32 C 3.735 -1.016 1.949  -0.421
33 C 2.396 -1.381 1.968  -0.531
34 C 1.582 -0.925 0.932  -0.357
35 H 1.220 -1.648 -6.351  0.380
36 H -0.444 0.097 -5.810  0.390
37 H -0.714 0.870 -3.487  0.373
38 H 2.321 -1.882 -2.223  0.405
39 H 2.602 -2.636 -4.556  0.388
40 H 2.065 2.552 -1.487  0.250
41 H 1.338 4.905 -1.597  0.402
42 H -1.039 5.482 -1.245  0.371
43 H -2.685 3.705 -0.760  0.414
44 H -1.949 1.351 -0.611  0.355
45 H 3.896 0.801 -0.920  0.437
46 H 5.327 0.013 0.943  0.391
47 H 4.386 -1.354 2.747  0.387
48 H 1.997 -2.008 2.756  0.454